[1]
The following is a quantum chemistry calculation of a structure of composition C37H119AsF6O22, from the Open Molecules 2025 dataset.

Geometry as XYZ:
```
185
Properties=species:S:1:pos:R:3
O 6.436 1.406 -1.940
H 6.162 1.193 -2.835
H 7.145 0.829 -1.647
H 5.698 1.218 -1.354
As 0.216 -0.855 -0.488
F 0.971 -2.533 -0.568
F -1.419 -1.619 -0.400
F -0.379 0.889 -0.423
F 1.912 -0.171 -0.604
F 0.082 -0.834 -2.271
F 0.169 -0.858 1.316
C 2.643 1.828 -5.393
C 4.058 1.652 -4.978
C 4.829 2.883 -5.443
O 4.181 1.523 -3.558
H 2.239 2.808 -5.140
H 1.924 1.152 -4.931
H 2.498 1.812 -6.473
H 4.542 0.830 -5.506
H 4.491 3.787 -4.936
H 4.690 3.029 -6.514
H 5.900 2.802 -5.258
H 3.542 2.122 -3.166
C 5.667 0.270 1.532
C 4.348 0.711 0.931
C 3.855 2.087 1.337
O 4.426 0.656 -0.504
H 6.465 0.964 1.269
H 5.857 -0.761 1.231
H 5.703 0.245 2.621
H 3.645 -0.049 1.269
H 4.679 2.772 1.133
H 3.687 2.099 2.414
H 3.019 2.503 0.775
H 3.510 0.457 -0.712
C -4.008 3.052 -3.205
C -2.903 2.082 -2.789
C -1.732 2.059 -3.768
O -2.515 2.572 -1.506
H -4.424 2.824 -4.186
H -3.739 4.107 -3.246
H -4.833 2.998 -2.494
H -3.270 1.078 -2.575
H -0.958 1.354 -3.462
H -1.344 3.060 -3.954
H -2.046 1.657 -4.731
H -1.726 2.106 -1.221
C -4.165 -1.935 3.931
C -5.638 -1.617 4.182
C -6.007 -1.347 5.658
O -5.918 -0.432 3.440
H -3.498 -1.212 4.401
H -4.010 -1.880 2.853
H -3.861 -2.936 4.236
H -6.277 -2.393 3.759
H -6.023 -2.327 6.136
H -6.998 -0.914 5.789
H -5.267 -0.659 6.067
H -6.020 -0.660 2.513
C -0.391 -1.592 7.805
C -0.545 -0.796 6.490
C -1.751 0.039 6.486
O 0.637 0.000 6.341
H 0.314 -2.422 7.761
H -1.385 -1.941 8.083
H -0.003 -0.958 8.602
H -0.573 -1.475 5.637
H -2.065 0.470 5.535
H -1.640 0.882 7.168
H -2.650 -0.488 6.805
H 0.453 0.541 5.570
C -1.759 2.481 2.962
C -0.271 2.263 3.250
C 0.167 2.946 4.477
O 0.005 0.906 3.455
H -2.342 2.037 3.769
H -2.117 1.958 2.075
H -1.935 3.550 2.842
H 0.248 2.544 2.334
H 0.216 4.028 4.355
H 1.231 2.728 4.570
H -0.453 2.715 5.343
H -0.196 0.384 2.675
C -3.120 -3.925 -1.780
C -3.849 -2.573 -2.023
C -5.305 -2.704 -2.479
O -3.867 -1.907 -0.804
H -2.093 -3.824 -1.429
H -3.021 -4.479 -2.714
H -3.633 -4.566 -1.062
H -3.192 -1.949 -2.629
H -5.880 -3.199 -1.697
H -5.356 -3.223 -3.437
H -5.790 -1.738 -2.616
H -2.967 -1.884 -0.470
C 2.407 5.706 0.846
C 2.348 6.711 -0.306
C 3.601 7.642 -0.336
O 2.417 6.020 -1.540
H 1.721 4.901 0.584
H 2.148 6.122 1.820
H 3.423 5.353 1.025
H 1.443 7.317 -0.250
H 3.554 8.183 0.609
H 3.707 8.309 -1.191
H 4.540 7.087 -0.334
H 2.239 6.636 -2.254
C -0.804 5.597 -1.334
O -2.179 5.430 -1.594
H -0.549 6.641 -1.154
H -0.639 5.148 -0.354
H -0.089 5.166 -2.035
H -2.368 4.492 -1.516
C 2.148 -2.960 2.669
O 2.979 -3.853 3.257
H 1.592 -2.347 3.379
H 2.724 -2.258 2.066
H 1.498 -3.499 1.980
H 2.443 -4.632 3.421
C -6.651 -0.092 -0.386
O -6.114 -0.914 0.627
H -6.979 -0.634 -1.272
H -7.524 0.444 -0.012
H -5.852 0.579 -0.703
H -5.326 -1.309 0.248
C 2.701 -1.657 -4.002
O 2.874 -1.558 -5.418
H 3.080 -0.775 -3.487
H 1.655 -1.846 -3.760
H 3.135 -2.595 -3.656
H 2.053 -1.380 -5.883
C -1.228 -3.952 2.533
O -1.683 -5.246 2.897
H -0.781 -3.810 1.550
H -2.033 -3.238 2.707
H -0.384 -3.616 3.135
H -2.376 -5.512 2.288
C 1.374 2.866 -2.416
O 2.616 3.493 -2.216
H 0.763 3.237 -3.239
H 1.519 1.814 -2.662
H 0.785 2.744 -1.507
H 2.475 4.417 -1.996
C 0.113 -4.517 -4.780
O -0.146 -5.664 -5.494
H -0.049 -4.721 -3.722
H 1.180 -4.300 -4.823
H -0.541 -3.702 -5.088
H 0.071 -5.530 -6.419
C 3.513 0.424 5.136
O 3.193 -0.539 6.105
H 4.580 0.367 4.924
H 2.916 0.245 4.242
H 3.199 1.398 5.511
H 2.282 -0.368 6.356
C -1.736 -6.596 -0.166
O -2.823 -6.334 0.690
H -0.933 -5.868 -0.053
H -1.334 -7.560 0.144
H -1.906 -6.610 -1.243
H -3.470 -7.010 0.477
C 5.366 -3.890 0.442
O 5.196 -3.966 -0.977
H 5.003 -2.891 0.685
H 4.798 -4.661 0.961
H 6.428 -3.889 0.688
H 4.262 -4.006 -1.196
C -5.072 3.053 0.712
O -6.369 3.294 0.244
H -4.671 3.865 1.320
H -5.073 2.187 1.374
H -4.381 2.788 -0.088
H -7.064 3.159 0.892
C -0.827 -0.810 -6.619
O 0.560 -0.820 -6.819
H -1.314 -1.489 -7.319
H -1.066 -1.060 -5.586
H -1.246 0.185 -6.771
H 0.652 -0.956 -7.765
C 2.198 -5.301 -0.654
O 2.517 -4.273 -1.542
H 1.133 -5.494 -0.527
H 2.700 -6.211 -0.983
H 2.516 -5.042 0.356
H 1.907 -3.566 -1.316
```

Properties
- HOMO level: -9.14 eV
- Spin multiplicity: 1

[2]
The following is a quantum chemistry calculation of the molecule C4H4N2O, from the Open Molecules 2025 dataset.

Geometry as XYZ:
```
11
Properties=species:S:1:pos:R:3
C -1.303 -0.538 0.009
C -0.046 1.420 -0.101
C 1.246 0.891 -0.044
C 1.836 -0.308 0.010
H -0.409 -1.195 0.253
H -2.217 1.232 -0.121
H -0.008 2.533 0.009
H 2.099 1.638 0.087
N -1.262 0.756 0.152
N 2.569 -1.301 -0.001
O -2.377 -1.148 -0.066
```

Properties
- HOMO level: -9.56 eV
- Spin multiplicity: 1
- Relative energy (zero: lowest compared OMol25 entry of this formula, charge and spin): 229.6 kJ/mol
- Structure (SMILES): N#C/C=C\NC=O

[3]
The following is a quantum chemistry calculation of the molecule C2H5IOS, from the Open Molecules 2025 dataset.

Geometry as XYZ:
```
10
Properties=species:S:1:pos:R:3
C -0.900 0.441 -0.835
C 0.155 0.489 0.256
O 0.583 -2.129 -0.245
S 0.286 -1.194 1.004
I 2.342 -0.824 2.258
H -0.719 -0.423 -1.473
H -1.903 0.367 -0.422
H -0.842 1.335 -1.452
H -0.118 1.165 1.070
H 1.116 0.773 -0.161
```

Properties
- HOMO level: -9.52 eV
- Spin multiplicity: 1
- Relative energy (zero: lowest compared OMol25 entry of this formula, charge and spin): 63.8 kJ/mol

[4]
The following is a quantum chemistry calculation of the ion C6H10NOS with charge +1, from the Open Molecules 2025 dataset.

Geometry as XYZ:
```
19
Properties=species:S:1:pos:R:3
C -1.503 0.757 0.950
C -2.901 0.491 0.872
C -1.646 -0.519 -1.045
C -0.837 0.109 -0.115
C 1.542 0.768 0.740
C 0.863 -0.004 -0.330
N 1.304 -1.390 -0.422
O 1.287 0.414 -1.571
S -3.267 -0.395 -0.557
H -0.809 1.105 1.668
H -3.612 0.821 1.595
H -1.436 -1.272 -1.815
H 2.617 0.993 0.606
H 0.903 1.671 0.948
H 1.642 0.066 1.649
H 1.201 -1.566 -1.405
H 2.316 -1.388 -0.377
H 0.899 -2.001 0.256
H 1.438 1.340 -1.646
```

Properties
- HOMO level: -12.62 eV
- Spin multiplicity: 1
- Relative energy (zero: lowest compared OMol25 entry of this formula, charge and spin): 96.3 kJ/mol
- Total charge: +1
- Structure (SMILES): C[C@]([NH3+])(O)c1ccsc1

| no. | LUMO energy (Ha) | strongest force on any atom (eV/Å) |
| --- | --- | --- |
| 1 | -0.03579 | 3.61 |
| 2 | -0.02327 | 11.17 |
| 3 | -0.03350 | 4.51 |
| 4 | -0.12490 | 4.14 |